(1)
ORCA calculation (the ωB97M-V functional and the def2-TZVPD basis) on a cluster of 3 separate species, C3H12NO in total at a distorted geometry.

```
! RIJCOSX wB97M-V def2-TZVPD def2/J DEFGRID3
* xyz 1 1
O 0.05467 -1.38388 -0.05351
N 2.14448 -0.19175 -0.90788
C 2.76809 -0.06091 0.45822
C -1.79629 1.30532 0.03200
C -2.62636 0.07090 0.03143
H -0.23189 -2.25207 0.08498
H -1.92028 -0.73223 0.34635
H -1.96545 1.76951 1.06054
H 3.32244 -0.96794 0.69146
H -0.72939 1.09009 0.03774
H -3.52726 0.04531 0.62375
H 1.97066 -0.04607 1.27299
H -2.78152 -0.23661 -1.05401
H 3.48613 0.86154 0.52765
H 1.20029 -0.57293 -0.82157
H -2.12363 2.00477 -0.76526
H 2.75531 -0.70305 -1.56489
*
```

Electronic energy ... -250.95002 Ha
Maximum force ... 0.074 hartree/bohr
LUMO level ... -10.36 eV
Energy relative to the best compared isomer or geometry (same formula, charge and spin) ... 8.7167 eV
HOMO ... -0.55703 Eh

=====

(2)
ORCA calculation (the ωB97M-V functional and the def2-TZVPD basis) on a structure of composition C6H6F3NS2 at a distorted geometry.

```
! RIJCOSX wB97M-V def2-TZVPD def2/J DEFGRID3
* xyz 0 1
S 1.24775 1.47734 -0.89207
S -0.55310 1.03346 2.43527
F -2.50987 0.09993 -1.65206
F -1.11833 1.26462 -2.87398
F -0.62043 -0.76109 -2.40353
N -0.55351 -1.57466 2.22588
C -0.50166 0.26676 0.82840
C -1.21860 0.33723 -1.93706
C 2.25221 -0.06278 -0.80742
C -0.50648 -1.11228 0.92319
C -0.36817 1.11017 -0.33167
C -0.66850 -0.63540 3.07302
H -0.72104 -0.66985 4.21203
H 2.13903 -0.64064 -1.82877
H 3.31996 0.31100 -0.67073
H -1.04732 1.96468 -0.38365
H 1.92833 -0.63950 0.07208
H -0.50028 -1.76899 0.01109
*
```

Electronic energy ... -1382.90375 Ha
Maximum force ... 0.103 hartree/bohr
LUMO level ... 0.45 eV
Energy relative to the best compared isomer or geometry (same formula, charge and spin) ... 0.1224 eV
HOMO ... -0.32485 Eh

=====

Which formula does entry 2 have?
C6H6F3NS2